Record 1
Formula: C73H170N5O24V2
Source: the OMol25 dataset
Level of theory: the ωB97M-V functional and the def2-TZVPD basis

Geometry (Å):
O 2.56 2.32 28.72
V 1.69 1.71 29.77
O 2.58 2.04 34.11
V 1.67 1.33 33.07
C -1.09 4.38 31.45
C 0.00 3.37 31.65
O 0.70 3.24 30.57
O 0.07 2.57 32.65
H -0.75 5.26 31.00
H -1.69 4.76 32.28
H -1.90 3.84 30.88
C 4.98 0.16 31.56
C 3.54 0.43 31.81
O 2.93 1.50 31.39
O 2.84 -0.37 32.58
H 4.98 -0.89 31.22
H 5.47 0.33 32.56
H 5.47 0.88 30.88
C 1.07 -2.26 30.65
C 1.30 -0.79 30.43
O 2.19 -0.42 29.58
O 0.64 0.16 31.05
H 1.64 -2.51 31.60
H 1.58 -2.80 29.86
H 0.03 -2.50 30.86
C -2.39 0.65 28.30
C -1.51 1.60 29.11
O -0.08 1.47 28.72
H -2.28 -0.43 28.40
H -2.07 0.80 27.30
H -3.43 0.97 28.39
H -1.55 1.52 30.19
H -1.90 2.57 28.84
H 0.05 1.68 27.77
C -0.35 -2.04 35.48
C 0.71 -1.40 34.63
O 0.38 0.03 34.26
H -1.33 -1.84 35.00
H -0.45 -1.60 36.47
H -0.23 -3.13 35.58
H 0.88 -1.91 33.69
H 1.68 -1.20 35.17
H -0.58 0.02 34.40
C 0.17 -1.92 26.76
C 1.70 -1.96 26.46
O 2.46 -2.45 27.55
H -0.35 -1.77 25.85
H -0.18 -1.14 27.42
H -0.09 -2.89 27.26
H 2.15 -1.00 26.02
H 1.88 -2.67 25.69
H 2.53 -1.82 28.31
C 3.69 1.49 24.00
C 4.79 0.62 24.53
O 4.35 -0.78 24.47
H 2.71 1.20 24.37
H 3.65 1.28 22.95
H 3.89 2.53 24.28
H 5.13 0.87 25.56
H 5.69 0.67 23.87
H 5.15 -1.33 24.38
C -0.04 -6.58 32.49
C 1.12 -6.57 31.52
O 1.79 -5.31 31.37
H -0.31 -7.65 32.70
H -0.92 -6.14 32.09
H 0.26 -6.09 33.38
H 0.84 -6.95 30.52
H 1.84 -7.32 31.93
H 2.03 -5.11 30.46
C 5.65 -4.77 31.17
C 4.71 -3.57 31.08
O 4.76 -2.90 29.90
H 6.66 -4.30 31.02
H 5.56 -5.26 30.20
H 5.58 -5.38 32.08
H 4.86 -2.97 32.03
H 3.73 -4.01 31.19
H 4.24 -3.37 29.29
C 8.52 -1.17 32.10
C 8.60 -1.33 30.55
O 7.34 -1.03 29.98
H 9.51 -1.17 32.49
H 7.92 -2.02 32.55
H 8.05 -0.23 32.42
H 8.96 -2.31 30.30
H 9.33 -0.59 30.16
H 6.80 -1.78 29.83
C 1.92 -6.43 27.12
C 3.13 -6.13 28.07
O 3.05 -4.84 28.67
H 1.89 -5.85 26.19
H 0.96 -6.20 27.61
H 1.95 -7.45 26.80
H 4.10 -6.17 27.50
H 3.17 -6.83 28.89
H 2.78 -4.10 28.02
C -3.98 -2.24 38.71
C -4.14 -1.38 39.87
O -5.21 -0.43 39.70
H -3.69 -1.77 37.76
H -4.83 -2.94 38.69
H -3.15 -2.94 39.08
H -3.30 -0.67 40.17
H -4.47 -1.91 40.77
H -4.95 0.11 38.94
C -0.07 5.03 26.77
C 1.13 4.30 26.22
O 0.73 2.92 26.24
H -0.99 4.77 26.27
H 0.21 6.10 26.88
H -0.17 4.76 27.87
H 2.06 4.35 26.81
H 1.34 4.54 25.20
H 1.55 2.48 25.93
C 3.34 -7.56 34.75
C 3.59 -6.22 34.03
O 2.60 -5.16 34.25
H 2.40 -7.97 34.55
H 3.26 -7.34 35.84
H 4.19 -8.18 34.59
H 3.73 -6.45 32.95
H 4.56 -5.86 34.39
H 2.17 -5.10 33.35
C -0.33 -7.73 36.64
C -0.28 -6.87 37.88
C -0.01 -7.80 39.05
C 0.41 -7.19 40.37
C 1.67 -6.46 40.00
C 1.38 -5.27 38.99
N 0.86 -5.93 37.78
O 0.65 -5.08 36.65
C 0.44 -4.19 39.67
C 2.75 -4.61 38.68
C -1.59 -6.19 38.15
H -0.61 -7.18 35.76
H -1.11 -8.39 36.73
H 0.61 -8.24 36.46
H -0.88 -8.37 39.26
H 0.68 -8.55 38.74
H 0.62 -8.03 41.05
H -0.27 -6.54 40.90
H 2.38 -7.02 39.46
H 2.14 -6.03 40.89
H 1.01 -3.83 40.48
H 0.29 -3.36 39.03
H -0.48 -4.58 40.07
H 2.53 -3.74 38.07
H 3.30 -4.26 39.56
H 3.37 -5.28 38.06
H -2.31 -6.91 38.49
H -1.96 -5.73 37.25
H -1.47 -5.35 38.79
H 1.39 -5.30 36.08
C 8.17 -1.30 23.72
C 7.79 -2.44 24.66
C 7.62 -1.88 26.08
C 7.19 -2.97 27.02
C 5.82 -3.41 26.60
C 5.77 -3.93 25.09
N 6.43 -2.87 24.28
O 6.43 -3.40 22.96
C 6.35 -5.33 25.03
C 4.32 -3.95 24.79
C 8.91 -3.48 24.53
H 8.41 -1.59 22.69
H 9.12 -0.92 24.03
H 7.50 -0.49 23.54
H 8.57 -1.46 26.42
H 6.90 -1.05 25.94
H 7.16 -2.59 28.04
H 7.96 -3.71 26.94
H 5.02 -2.60 26.68
H 5.45 -4.28 27.10
H 6.35 -5.68 23.95
H 7.33 -5.57 25.43
H 5.61 -5.99 25.54
H 3.92 -2.91 24.84
H 4.14 -4.31 23.80
H 3.75 -4.52 25.57
H 9.11 -3.89 23.54
H 8.78 -4.31 25.21
H 9.79 -2.96 24.79
H 6.93 -4.23 22.95
C -3.69 -2.48 30.01
C -4.05 -3.65 30.93
C -3.03 -3.83 32.08
C -3.43 -4.88 33.16
C -4.74 -4.43 33.75
C -5.82 -4.16 32.66
N -5.26 -3.25 31.67
O -6.30 -3.09 30.67
C -6.30 -5.56 32.17
C -6.90 -3.37 33.40
C -4.09 -4.97 30.13
H -3.00 -2.83 29.22
H -3.11 -1.66 30.43
H -4.60 -2.10 29.49
H -2.12 -4.19 31.62
H -2.83 -2.83 32.49
H -2.69 -4.92 33.97
H -3.60 -5.86 32.71
H -4.54 -3.50 34.25
H -5.19 -5.06 34.47
H -7.00 -5.91 32.95
H -6.92 -5.63 31.25
H -5.48 -6.26 31.98
H -6.37 -2.39 33.53
H -7.81 -3.33 32.86
H -7.14 -3.94 34.34
H -3.71 -5.81 30.76
H -3.35 -4.86 29.33
H -5.07 -5.19 29.69
H -6.45 -2.14 30.67
C 5.26 4.78 29.18
C 6.08 4.11 28.12
C 6.70 5.28 27.41
C 8.05 4.89 26.72
C 8.96 4.34 27.81
C 8.44 3.03 28.29
N 7.05 3.23 28.75
O 6.40 2.06 29.14
C 8.54 1.92 27.17
C 9.30 2.50 29.50
C 5.23 3.36 27.01
H 4.73 4.10 29.84
H 4.65 5.52 28.71
H 5.96 5.29 29.83
H 5.96 5.69 26.74
H 6.97 6.05 28.08
H 8.42 5.82 26.34
H 7.93 4.21 25.86
H 9.04 5.04 28.66
H 9.97 4.27 27.43
H 9.51 1.87 26.74
H 8.37 0.92 27.52
H 7.93 2.18 26.36
H 10.32 2.37 29.16
H 9.37 3.18 30.33
H 9.00 1.48 29.78
H 4.95 2.35 27.22
H 5.72 3.34 26.07
H 4.32 3.88 26.91
H 6.21 1.59 28.28
C -7.67 -0.18 34.45
C -6.35 0.51 34.76
C -5.19 -0.47 34.72
C -3.87 0.20 34.89
C -3.64 1.20 33.72
C -4.85 2.17 33.49
N -6.09 1.38 33.64
O -7.18 2.28 33.45
C -4.67 3.45 34.41
C -4.77 2.57 31.98
C -6.45 1.24 36.17
H -7.78 -1.13 34.93
H -7.66 -0.37 33.34
H -8.61 0.34 34.61
H -5.33 -1.24 35.49
H -5.26 -1.02 33.71
H -3.03 -0.53 34.89
H -3.81 0.74 35.89
H -3.40 0.55 32.82
H -2.73 1.81 33.87
H -4.25 3.06 35.35
H -4.04 4.21 33.96
H -5.62 3.99 34.71
H -3.78 3.04 31.85
H -4.86 1.63 31.42
H -5.61 3.24 31.77
H -6.49 0.47 36.98
H -7.39 1.79 36.17
H -5.55 1.78 36.42
H -7.23 2.77 34.30

electronic energy	-6850.61430	Eh
total charge	+1
2S+1	3

***

Record 2
Formula: C28H43BrCdN2P2S
Source: the OMol25 dataset
Level of theory: the ωB97M-V functional and the def2-TZVPD basis

Geometry (Å):
N -5.08 3.21 -4.60
C -5.00 3.47 -3.30
C -4.13 2.77 -2.45
C -3.24 1.83 -3.03
C -3.38 1.54 -4.41
C -4.31 2.27 -5.15
C -2.07 1.38 -2.30
Cd -0.35 0.02 -1.57
P 2.02 -0.15 -1.25
C -0.85 1.58 -2.99
C -0.11 2.86 -2.95
C 0.97 3.06 -3.82
C 1.81 4.14 -3.61
C 1.61 4.99 -2.52
C 0.48 4.86 -1.72
C -0.41 3.81 -1.94
Br 2.88 6.23 -2.10
H -2.18 1.29 -1.21
H -0.63 1.03 -3.92
H -4.08 3.01 -1.38
H -2.76 0.79 -4.91
H -5.63 4.28 -2.90
H -4.43 2.09 -6.24
H 1.10 2.44 -4.70
H -1.32 3.70 -1.35
H 2.61 4.37 -4.31
H 0.24 5.61 -0.97
P -1.14 -2.42 -1.67
C 2.54 1.64 -1.03
C 3.97 2.21 -1.12
H 2.12 1.98 -0.07
H 1.96 2.20 -1.79
H 3.90 3.30 -0.98
H 4.62 1.82 -0.33
H 4.43 2.05 -2.10
C 2.58 -0.99 -2.82
C 3.91 -1.70 -3.06
H 2.48 -0.21 -3.61
H 1.79 -1.73 -3.07
H 3.92 -2.02 -4.11
H 4.78 -1.04 -2.93
H 4.03 -2.60 -2.45
C 2.14 -1.22 0.27
C 3.43 -1.65 0.99
H 1.60 -2.15 0.02
H 1.51 -0.73 1.04
H 3.15 -2.43 1.73
H 4.17 -2.10 0.32
H 3.88 -0.84 1.57
C -0.68 -3.41 -0.19
C -1.51 -4.66 0.08
H -0.71 -2.74 0.68
H 0.38 -3.68 -0.32
H -2.53 -4.42 0.37
H -1.54 -5.31 -0.81
H -1.05 -5.23 0.89
C -0.26 -3.33 -3.03
C -0.35 -2.62 -4.40
H -0.72 -4.33 -3.07
H 0.79 -3.46 -2.71
H -1.38 -2.65 -4.78
H -0.01 -1.57 -4.36
H 0.30 -3.16 -5.11
C -2.87 -2.83 -2.10
C -3.95 -2.26 -1.18
H -2.94 -3.93 -2.16
H -3.02 -2.46 -3.13
H -4.68 -1.69 -1.78
H -4.49 -3.07 -0.68
H -3.57 -1.57 -0.41
S -1.58 0.13 3.08
C -0.76 1.64 2.72
C -0.48 1.73 1.38
N -0.91 0.61 0.66
C -1.53 -0.30 1.42
H -0.54 2.40 3.45
H 0.02 2.55 0.85
H -2.03 -1.18 1.02

electronic energy	-5024.25622	Eh
energy relative to the best compared isomer or geometry (same formula, charge and spin)	0.0000	eV
total charge	+2

***

Record 3
Formula: C18H37HoOP3Se
Source: the OMol25 dataset
Level of theory: the ωB97M-V functional and the def2-TZVPD basis

Geometry (Å):
Ho -0.42 -1.34 0.07
P 0.16 1.29 2.65
P -2.66 0.00 1.00
P 2.31 -0.73 0.61
H -1.37 -2.98 -2.80
C -0.66 -2.92 -2.00
C -0.91 -3.33 -0.68
H -1.81 -3.74 -0.22
C 0.28 2.97 1.92
C -1.17 1.63 3.88
C 1.56 1.43 3.82
C -3.40 -0.88 -0.42
C -3.72 -0.41 2.38
C -3.04 1.73 0.58
C 3.02 -1.84 -0.65
C 3.15 -1.31 2.15
C 3.20 0.86 0.37
H 0.37 -2.90 -2.36
H 0.04 -3.51 -0.13
H 0.33 3.67 2.76
H -0.58 3.19 1.30
H 1.18 3.06 1.31
H -0.78 2.32 4.65
H -1.45 0.69 4.36
H -2.06 2.08 3.42
H 1.36 2.23 4.54
H 2.51 1.64 3.30
H 1.67 0.49 4.37
H -4.47 -0.69 -0.40
H -3.25 -1.98 -0.35
H -3.01 -0.56 -1.39
H -4.72 -0.02 2.21
H -3.34 0.01 3.31
H -3.79 -1.48 2.51
H -4.11 1.86 0.44
H -2.53 2.01 -0.35
H -2.71 2.44 1.35
H 4.11 -1.81 -0.61
H 2.69 -1.53 -1.65
H 2.69 -2.87 -0.50
H 4.18 -1.64 1.97
H 2.60 -2.15 2.60
H 3.20 -0.50 2.90
H 4.25 0.68 0.08
H 3.23 1.43 1.30
H 2.72 1.46 -0.42
C 0.07 0.67 -3.49
C -0.70 -0.37 -4.09
C -0.37 -0.82 -5.38
C 0.68 -0.23 -6.12
C 1.33 0.87 -5.57
C 0.99 1.32 -4.30
Se 0.06 1.54 -1.65
H 1.21 2.36 -1.91
H -1.53 -0.84 -3.54
H -0.90 -1.63 -5.89
H 0.93 -0.59 -7.14
H 2.13 1.39 -6.09
H 1.48 2.20 -3.91
O -0.07 -2.20 3.47
C -0.17 -1.72 2.43

electronic energy	-5155.77631	Eh
total charge	+3
2S+1	5

***

Record 4
Formula: C20H38N5OPSe4SnTe
Source: the OMol25 dataset
Level of theory: the ωB97M-V functional and the def2-TZVPD basis

Geometry (Å):
Sn -0.48 -0.09 0.96
Se -1.32 1.87 2.29
Se -1.62 3.07 4.33
Te -0.40 1.22 5.63
Se -0.06 -0.09 3.44
C -2.36 4.52 -1.49
C -2.50 3.19 -0.85
C -3.60 2.41 -0.58
C -3.09 1.25 0.04
N -1.75 1.30 0.15
N -1.42 2.48 -0.40
C -3.84 0.08 0.55
H -3.33 4.92 -1.78
H -1.73 4.45 -2.39
H -1.89 5.23 -0.80
H -4.63 2.65 -0.79
H -0.44 2.74 -0.43
H -4.91 0.20 0.39
H -3.67 -0.05 1.62
H -3.51 -0.83 0.03
C -1.85 -0.18 -7.74
C -1.62 -0.18 -6.25
C -1.47 -1.37 -5.54
C -1.26 -1.36 -4.16
C -1.10 -2.67 -3.43
C -1.19 -0.12 -3.47
Se -0.89 -0.11 -1.56
C -1.34 1.09 -4.19
C -1.29 2.45 -3.54
C -1.56 1.04 -5.57
H -1.88 -1.22 -8.14
H -1.03 0.37 -8.24
H -2.82 0.31 -7.97
H -1.52 -2.32 -6.07
H -1.18 -3.53 -4.11
H -1.89 -2.76 -2.66
H -0.10 -2.70 -2.93
H -1.12 2.41 -2.45
H -2.25 2.98 -3.71
H -0.46 3.04 -3.99
H -1.67 1.97 -6.13
C 0.45 -2.61 4.33
N 1.58 -1.70 4.19
C 2.62 -2.06 5.14
P 1.90 -1.17 2.67
O 0.75 -1.42 1.73
N 3.26 -1.91 2.11
C 3.14 -3.31 1.71
C 4.60 -1.66 2.61
N 2.20 0.44 2.76
C 2.61 1.13 1.54
C 2.69 1.12 3.94
H 0.18 -2.77 5.38
H 0.67 -3.58 3.88
H -0.44 -2.20 3.85
H 2.23 -2.10 6.16
H 3.42 -1.32 5.16
H 3.05 -3.04 4.90
H 2.23 -3.46 1.12
H 3.09 -3.97 2.58
H 3.97 -3.62 1.07
H 4.77 -0.60 2.82
H 5.35 -1.92 1.85
H 4.83 -2.23 3.51
H 2.09 0.72 0.67
H 3.69 1.03 1.37
H 2.36 2.20 1.58
H 2.12 0.83 4.83
H 2.58 2.21 3.86
H 3.75 0.91 4.13
H 0.34 -1.57 0.49

electronic energy	-11562.77251	Eh
energy relative to the best compared isomer or geometry (same formula, charge and spin)	0.0000	eV
total charge	-2